Entry one
2 unconnected molecules or ions with the total composition C9H14. Source: the Open Molecules 2025 dataset; level of theory: wB97M-V/def2-TZVPD.

Element x y z (Å)
C  0.674  1.354  -2.091
C  0.928  2.889  -2.273
H  -0.393  1.231  -1.913
H  1.032  0.682  -2.865
H  1.195  1.113  -1.163
H  0.174  3.227  -2.980
H  1.944  3.011  -2.643
H  0.860  3.395  -1.315
C  1.208  -1.627  2.600
C  -1.952  -0.696  -0.173
C  -1.248  -1.920  -0.247
C  -1.546  0.219  0.785
C  -0.186  -2.197  0.610
C  -0.532  -0.040  1.677
C  0.097  -1.250  1.613
H  -2.731  -0.442  -0.875
H  -1.685  -2.600  -0.964
H  -2.159  1.112  0.791
H  0.276  -3.167  0.534
H  -0.291  0.778  2.346
H  0.964  -1.109  3.531
H  2.185  -1.261  2.287
H  1.187  -2.702  2.726

Properties
frontier orbital gap	10.05	eV
spin multiplicity	1
total charge	0
HOMO	-9.0	eV
SMILES string	Cc1ccccc1.CC

***

Entry two
2 unconnected molecules or ions with the total composition C9H14. Source: the Open Molecules 2025 dataset; level of theory: wB97M-V/def2-TZVPD.

Element x y z (Å)
C  -3.631  1.617  2.054
C  -2.623  0.999  2.948
H  -3.523  2.590  1.626
H  -4.034  1.054  1.188
H  -4.440  1.591  2.868
H  -2.633  -0.065  3.295
H  -1.525  1.081  2.665
H  -2.686  1.764  3.704
C  0.768  -2.488  -2.233
C  0.922  1.167  -1.144
C  1.601  1.145  0.079
C  0.612  0.040  -1.913
C  0.885  -1.253  -1.362
C  1.735  -0.134  0.596
C  1.415  -1.290  -0.083
H  0.647  2.214  -1.280
H  1.950  2.009  0.598
H  0.112  0.082  -2.936
H  2.196  -0.365  1.644
H  -0.268  -2.676  -2.557
H  1.216  -3.293  -1.652
H  1.710  -2.242  0.440
H  1.168  -2.563  -3.253

Properties
frontier orbital gap	9.97	eV
spin multiplicity	1
total charge	0
HOMO	-9.0	eV
SMILES string	Cc1ccccc1.CC

***

Entry three
2 unconnected molecules or ions with the total composition C9H14. Source: the Open Molecules 2025 dataset; level of theory: wB97M-V/def2-TZVPD.

Element x y z (Å)
C  3.794  1.545  -0.411
C  2.896  2.688  -0.888
H  3.357  1.115  0.486
H  3.885  0.899  -1.278
H  4.799  1.832  -0.098
H  2.002  2.209  -1.284
H  2.524  3.403  -0.147
H  3.324  3.320  -1.664
C  -3.384  -1.085  1.214
C  0.500  -0.473  -0.561
C  -0.271  -1.568  -0.924
C  0.044  0.378  0.440
C  -1.523  -1.783  -0.364
C  -1.228  0.191  0.974
C  -2.006  -0.902  0.600
H  1.551  -0.394  -0.785
H  0.156  -2.267  -1.622
H  0.657  1.155  0.874
H  -2.142  -2.585  -0.744
H  -1.637  0.891  1.692
H  -3.431  -0.525  2.135
H  -3.596  -2.141  1.252
H  -4.138  -0.714  0.517

Properties
frontier orbital gap	10.07	eV
spin multiplicity	1
total charge	0
HOMO	-9.0	eV
SMILES string	Cc1ccccc1.CC

***

Entry four
2 unconnected molecules or ions with the total composition C9H14. Source: the Open Molecules 2025 dataset; level of theory: wB97M-V/def2-TZVPD.

Element x y z (Å)
C  -1.012  -2.593  2.484
C  0.393  -2.983  2.008
H  -1.765  -2.496  1.596
H  -1.546  -3.276  3.144
H  -1.201  -1.638  3.059
H  0.654  -4.071  2.104
H  1.192  -2.154  2.356
H  0.423  -2.738  0.828
C  -0.240  -0.110  -2.921
C  -0.401  1.988  -1.418
C  -0.242  0.556  -1.507
C  0.121  2.615  -0.306
C  0.153  -0.188  -0.425
C  0.764  1.858  0.778
C  0.721  0.501  0.695
H  -0.997  2.674  -2.122
H  -0.022  3.667  -0.085
H  -0.102  0.606  -3.838
H  -1.403  -0.437  -3.088
H  0.300  -1.222  -0.410
H  1.349  2.394  1.566
H  1.011  -0.296  1.423
H  0.566  -0.879  -2.862

Properties
frontier orbital gap	9.83	eV
spin multiplicity	1
total charge	0
HOMO	-8.8	eV
SMILES string	Cc1ccccc1.CC

***

Most stable of them? entry three.